1.
Below is 2 unconnected molecules or ions with the total composition C35H34F3N2, with properties calculated with wB97M-V/def2-TZVPD.

Its LUMO energy is -5.91 eV. Its spin multiplicity is 1. The calculation puts the HOMO energy at -9.11 eV. As for the net charge: +1.

Last column: Löwdin charge in e.
Positions of all 74 atoms, in Å:
F1 -2.587 -5.715 -4.423  0.07
F2 -4.480 -1.571 -5.712  0.06
F3 0.213 -5.622 0.361  0.06
N1 -0.148 1.593 2.228  0.05
N2 1.825 1.847 1.231  0.02
C1 -0.583 0.313 4.868  -0.06
C2 0.072 0.823 -0.143  0.02
C3 -1.647 0.525 3.836  -0.18
C4 4.793 1.307 -1.046  0.00
C5 3.576 3.228 -1.774  0.00
C6 -2.752 -4.364 -4.232  -0.21
C7 1.946 2.273 2.538  -0.03
C8 -1.321 -1.685 -2.030  0.12
C9 -0.602 -3.645 -0.658  0.05
C10 4.542 2.253 -2.043  -0.26
C11 -3.787 0.639 2.070  0.00
C12 2.822 2.029 0.204  -0.13
C13 -0.345 -2.384 -1.275  -0.21
C14 -5.318 -0.422 3.828  -0.05
C15 -2.897 0.022 4.209  -0.01
C16 -2.609 2.281 0.576  -0.05
C17 2.014 -2.647 -0.731  -0.04
C18 3.956 1.191 0.076  -0.19
C19 0.507 1.423 1.016  -0.24
C20 0.979 -1.883 -1.245  -0.01
C21 2.741 3.136 -0.653  -0.20
C22 -1.470 1.156 2.576  -0.09
C23 0.475 -4.395 -0.212  -0.22
C24 5.209 2.212 -3.387  -0.05
C25 -3.986 0.090 3.347  -0.26
C26 -3.634 -3.693 -5.066  0.13
C27 4.276 0.114 1.071  -0.04
C28 1.725 4.207 -0.437  -0.03
C29 -2.607 1.345 1.749  -0.19
C30 -3.718 -2.313 -4.836  -0.20
C31 -3.028 -1.648 -3.831  0.08
C32 -2.016 -3.763 -3.228  0.07
C33 -2.127 -2.362 -2.980  -0.17
C34 0.733 2.183 3.120  -0.06
C35 1.795 -3.948 -0.264  0.05
H1 -2.356 3.313 0.867  0.10
H2 -5.777 0.274 4.551  0.09
H3 -1.624 -4.018 -0.602  0.14
H4 3.392 4.032 -2.491  0.13
H5 3.017 -2.221 -0.698  0.11
H6 -1.908 1.985 -0.210  0.04
H7 0.421 2.548 4.086  0.13
H8 2.873 2.634 2.965  0.14
H9 -1.364 -0.601 -2.026  0.12
H10 2.598 -4.614 0.049  0.14
H11 -3.610 2.305 0.119  0.08
H12 0.609 1.152 -1.024  0.07
H13 2.022 5.096 -1.001  0.09
H14 -0.795 0.181 -0.062  0.05
H15 -6.012 -0.545 2.991  0.08
H16 -1.303 -4.354 -2.682  0.12
H17 4.551 0.511 2.062  0.09
H18 -2.985 -0.512 5.163  0.13
H19 -0.577 1.077 5.668  0.10
H20 1.182 -0.910 -1.686  0.11
H21 0.426 0.230 4.448  0.07
H22 5.750 3.139 -3.617  0.09
H23 -0.811 -0.636 5.372  0.08
H24 1.634 4.498 0.614  0.09
H25 4.443 2.090 -4.165  0.09
H26 5.898 1.362 -3.440  0.08
H27 -3.153 -0.571 -3.684  0.14
H28 -5.217 -1.387 4.348  0.09
H29 0.746 3.891 -0.808  0.08
H30 -4.208 -4.196 -5.840  0.15
H31 -4.597 0.548 1.343  0.12
H32 5.146 -0.442 0.685  0.08
H33 3.432 -0.583 1.182  0.07
H34 5.620 0.599 -1.174  0.12


2.
Below is a molecular structure, C19H18BiNOS, with properties calculated with wB97M-V/def2-TZVPD.

Its LUMO energy (spin up / spin down) is -1.63 / -1.63 eV. Its spin multiplicity is 1. The calculation puts the HOMO energy (spin up / spin down) at -7.04 / -7.04 eV. As for the net charge: 0.

Last column: natural (NBO) charge in e.
Positions of all 41 atoms, in Å:
Bi1 0.741 0.429 2.238  1.53
S1 -1.777 -0.331 2.551  -0.04
O1 -0.249 -0.459 -2.665  -0.49
N1 -0.032 -0.102 4.832  -0.40
C1 0.788 1.182 -7.284  -0.21
C2 -0.544 1.962 0.088  -0.30
C3 -0.098 -0.308 -5.089  -0.06
C4 1.298 3.244 0.607  -0.29
C5 -0.958 -3.037 0.639  -0.29
C6 0.687 -0.915 -6.098  -0.19
C7 -0.861 -0.219 3.959  -0.07
C8 -0.428 -2.811 1.930  -0.32
C9 1.132 -0.173 -7.186  -0.21
C10 -0.467 -1.074 -3.886  0.05
C11 0.528 3.166 1.785  -0.34
C12 -1.652 -0.643 -3.014  -0.13
C13 0.015 1.793 -6.289  -0.21
C14 0.624 2.547 -0.437  -0.25
C15 -0.638 2.348 1.490  -0.48
C16 0.085 -2.862 -0.310  -0.29
C17 -0.426 1.061 -5.185  -0.19
C18 1.251 -2.430 0.376  -0.31
C19 0.953 -2.439 1.781  -0.42
H1 -2.183 0.266 -3.308  0.19
H2 1.190 1.782 -8.098  0.22
H3 -1.299 1.390 -0.461  0.24
H4 -0.248 -2.153 -3.899  0.19
H5 0.015 -3.081 -1.369  0.21
H6 0.927 2.497 -1.485  0.24
H7 1.661 -2.331 2.609  0.22
H8 0.665 3.710 2.714  0.24
H9 -0.228 2.852 -6.337  0.21
H10 -0.931 -2.996 2.880  0.21
H11 -1.535 2.294 2.111  0.26
H12 -1.996 -3.270 0.417  0.21
H13 2.211 -2.165 -0.066  0.21
H14 1.756 -0.644 -7.945  0.22
H15 2.243 3.777 0.500  0.23
H16 -1.008 1.533 -4.387  0.21
H17 -2.167 -1.423 -2.451  0.20
H18 0.953 -1.967 -5.999  0.21


3.
Below is a molecular structure, C2H2IO2S, with properties calculated with wB97M-V/def2-TZVPD.

Its LUMO energy is 3.24 eV. Its spin multiplicity is 1. The calculation puts the HOMO energy at -2.64 eV. As for the net charge: -1.

Last column: natural (NBO) charge in e.
Positions of all 8 atoms, in Å:
I1 1.971 -1.952 0.213  -0.19
S1 -1.289 -2.114 -0.049  -0.13
O1 1.143 1.990 0.746  -0.49
O2 -0.489 3.163 -0.366  -0.54
C1 0.079 -0.979 -0.373  -0.91
C2 0.335 2.557 0.144  1.03
H1 -1.953 -1.675 1.199  0.07
H2 0.203 -0.991 -1.514  0.16


4.
Below is a molecular structure, C31H28BN6PdS, with properties calculated with wB97M-V/def2-TZVPD.

Its LUMO energy (spin up / spin down) is -6.52 / -9.46 eV. Its spin multiplicity is 6. The calculation puts the HOMO energy (spin up / spin down) at -10.08 / -13.40 eV. As for the net charge: +2.

Last column: Mulliken spin population.
Positions of all 68 atoms, in Å:
Pd1 0.041 0.441 0.080  1.42
S1 0.803 1.963 -3.009  0.01
N1 -0.797 -2.045 1.460  0.21
N2 0.687 -2.472 -0.542  0.22
N3 -1.703 -1.812 -0.885  -0.01
N4 1.370 -1.372 -0.326  0.22
N5 -1.826 -0.484 -0.724  0.19
N6 -0.495 -0.769 1.754  0.45
C1 -3.134 3.603 -0.669  0.01
C2 -3.210 1.361 -1.580  -0.01
C3 3.549 0.526 0.143  0.08
C4 -0.589 0.692 5.229  0.25
C5 -2.643 2.314 -0.725  0.02
C6 3.701 -0.656 -0.628  0.11
C7 -0.417 0.588 3.784  0.12
C8 2.670 -2.846 -1.442  0.11
C9 -4.218 3.964 -1.460  0.01
C10 1.441 -3.404 -1.221  -0.05
C11 -2.584 -2.239 -1.824  0.02
C12 4.993 -0.994 -1.110  0.09
C13 -4.781 3.037 -2.326  0.00
C14 -2.729 -3.652 -2.265  0.00
C15 -1.524 -4.170 2.624  0.00
C16 -3.267 -1.129 -2.283  0.02
C17 5.907 0.930 -0.008  0.19
C18 0.518 1.534 -1.583  0.07
C19 -2.761 -0.027 -1.575  0.04
C20 0.015 3.027 5.151  0.45
C21 -0.379 1.868 5.868  -0.04
C22 -4.281 1.749 -2.390  0.00
C23 0.196 2.963 3.749  -0.11
C24 -0.638 -0.603 3.134  0.19
C25 6.076 -0.213 -0.795  -0.02
C26 4.633 1.305 0.442  0.00
C27 -0.006 1.800 3.080  0.28
C28 2.621 -1.559 -0.842  0.14
C29 0.950 -4.743 -1.635  0.01
C30 -1.047 -1.875 3.665  0.16
C31 -1.137 -2.735 2.620  -0.04
B1 -0.767 -2.624 0.037  0.08
H1 3.505 -3.316 -1.930  0.00
H2 -0.718 -4.796 2.238  0.00
H3 5.126 -1.875 -1.721  0.00
H4 0.295 -4.657 -2.502  0.00
H5 -2.689 -4.346 -1.426  0.00
H6 -1.933 -3.914 -2.964  0.00
H7 7.060 -0.487 -1.150  0.00
H8 -2.408 -4.340 2.007  0.00
H9 2.573 0.799 0.515  -0.01
H10 6.766 1.531 0.259  0.00
H11 0.496 3.856 3.216  0.00
H12 0.393 -5.231 -0.837  0.00
H13 -4.723 1.035 -3.071  0.00
H14 -1.746 -4.477 3.642  0.00
H15 0.134 1.774 2.004  0.07
H16 -1.819 2.027 -0.077  0.00
H17 -4.043 -1.126 -3.029  0.00
H18 -3.680 -3.776 -2.776  0.00
H19 -2.690 4.329 -0.001  0.00
H20 -4.625 4.963 -1.392  0.00
H21 -1.251 -2.118 4.693  0.01
H22 -5.618 3.321 -2.949  0.00
H23 4.513 2.201 1.035  0.00
H24 0.177 3.960 5.670  0.02
H25 1.796 -5.369 -1.906  0.00
H26 -1.077 -3.764 0.043  0.00
H27 -0.513 1.932 6.940  0.00
H28 -0.890 -0.180 5.792  0.03


5.
Below is CH2O2 in the gas phase, with properties calculated with wB97M-V/def2-TZVPD.

Its LUMO energy is 0.40 eV. Its SMILES is O=CO. Its spin multiplicity is 1. The calculation puts the HOMO energy at -10.74 eV. As for the net charge: 0.

Last column: natural (NBO) charge in e.
Positions of all 5 atoms, in Å:
O1 -0.645 -0.577 0.023  -0.67
O2 1.549 -0.506 0.003  -0.57
C1 0.448 0.122 -0.035  0.63
H1 0.184 1.136 0.109  0.11
H2 -1.536 -0.176 -0.101  0.50


6.
Below is C3H9NSi in the gas phase, with properties calculated with wB97M-V/def2-TZVPD.

Its LUMO energy is 0.21 eV. Its SMILES is [H]/N=[SiH]/CCC. Its spin multiplicity is 1. The calculation puts the HOMO energy at -9.04 eV. As for the net charge: 0.

Last column: natural (NBO) charge in e.
Positions of all 14 atoms, in Å:
Si1 0.571 -1.692 1.169  1.59
N1 -0.574 -2.503 2.010  -1.35
C1 0.214 0.079 0.737  -0.96
C2 -0.385 1.748 -1.223  -0.62
C3 0.137 0.225 -0.793  -0.37
H1 1.567 -2.100 0.221  -0.23
H2 -0.713 -3.344 2.569  0.40
H3 -0.467 -0.412 -1.268  0.19
H4 1.020 0.214 -1.251  0.19
H5 1.103 0.701 0.496  0.27
H6 -1.119 1.749 -2.172  0.21
H7 -1.032 2.211 -0.375  0.21
H8 -0.602 0.632 1.393  0.27
H9 0.282 2.489 -1.513  0.20